Entry 1:
Here is C24H41NP2Tm as an isolated structure at a distorted geometry from the Open Molecules 2025 dataset. Energies are from ωB97M-V/def2-TZVPD.

```
! wB97M-V def2-TZVPD RIJCOSX def2/J DEFGRID3
* xyz 1 3
Tm -1.47864 0.92731 0.94650
C 0.48175 -0.35109 0.59266
C 0.86909 0.81605 1.32207
C -0.44808 -0.50390 2.72752
C -0.35838 -1.15236 1.45182
C 0.34207 0.68472 2.66473
C 0.89200 -0.69052 -0.79149
H 1.30072 0.18601 -1.30714
H 0.05933 -1.07089 -1.39378
H 1.67100 -1.46527 -0.77935
C -0.95220 -2.46715 1.09766
H -0.21877 -3.09951 0.57643
H -1.80758 -2.34668 0.41766
H -1.29738 -2.99356 1.99771
C -1.09335 -1.07669 3.93912
H -0.86430 -2.14472 4.03594
H -2.18389 -0.98168 3.89715
H -0.74900 -0.57179 4.84372
C 0.73602 1.54823 3.81207
H 1.76281 1.31573 4.14263
H 0.07500 1.40188 4.67364
H 0.72144 2.61438 3.54917
C 1.74991 1.91211 0.84063
H 2.80338 1.63241 0.98418
H 1.57618 2.84955 1.38432
H 1.60275 2.11075 -0.22772
C -1.65687 1.60215 -4.67816
C -2.09699 2.47435 -5.59511
C -2.64844 3.84269 -5.34534
C -3.09784 4.17024 -3.89673
C -2.03261 4.82148 -3.06157
C -0.84083 4.33018 -2.69217
C -0.28292 2.97049 -2.97845
C -1.34849 1.87178 -3.24149
H -3.49471 4.00071 -6.03517
H -3.53132 3.27645 -3.43158
H -1.90645 4.59564 -5.65147
H -2.26098 2.09165 -2.67100
H -1.50314 0.56284 -4.97035
H -2.06367 2.17622 -6.64653
H -0.99718 0.93587 -2.79004
H 0.40248 3.04421 -3.84476
H -0.13177 5.02068 -2.23304
H 0.35262 2.66230 -2.11816
H -3.90582 4.91182 -3.96997
H -2.25930 5.85140 -2.78295
P -3.53634 2.08542 -0.10183
C -4.96367 1.35729 -0.99912
C -4.03992 3.80249 -0.52822
P -1.89693 3.08244 2.17976
C -3.66904 2.48942 1.76653
C -1.54069 4.74950 1.43233
C -2.06970 3.59605 3.89555
H -4.80664 0.29238 -1.21538
H -5.06057 1.87879 -1.97295
H -5.89675 1.49689 -0.42747
H -5.05194 3.95728 -0.12687
H -4.05567 3.93354 -1.60963
H -3.39653 4.56822 -0.10891
H -3.03298 4.11183 4.02469
H -1.25978 4.27815 4.20193
H -2.02901 2.70518 4.52640
H -3.94587 1.60269 2.36439
H -4.35771 3.32213 1.91763
H -0.66171 5.16613 1.96461
H -2.38017 5.45896 1.54711
H -1.27172 4.65257 0.36680
N -2.58505 -1.01414 -1.92268
C -2.31204 -0.30623 -1.02566
*
```

Properties
* LUMO level (alpha / beta): -3.37 / -3.30 eV
* ⟨S²⟩: 2.003
* HOMO (alpha / beta): -11.02 / -11.02 eV
* energy relative to the best compared isomer or geometry (same formula, charge and spin): 0.000 eV

---

Entry 2:
Here is a 10-piece molecular cluster, C24H42BClN13O2 overall at a distorted geometry from the Open Molecules 2025 dataset. Energies are from ωB97M-V/def2-TZVPD.

```
! wB97M-V def2-TZVPD RIJCOSX def2/J DEFGRID3
* xyz 1 1
C -2.58343 2.90470 0.12358
B -2.00565 1.45894 -0.14093
O -1.33811 0.74463 0.85435
N -2.12221 0.79524 -1.50654
C -2.44023 -0.65141 -1.40453
C -2.49540 -1.36996 -2.76101
O -3.51240 -1.49719 -3.34238
Cl -1.02603 -2.06798 -3.49074
C -0.98089 1.06001 -2.28174
N 0.22310 0.49129 -1.99697
N -1.04412 1.91292 -3.26760
C -2.23866 2.66771 -3.67258
C -3.42806 1.79045 -4.13315
N -4.22331 2.39114 -5.18136
H -1.74135 3.59865 0.24064
H -3.22710 3.24682 -0.68654
H -3.11781 2.88511 1.07714
H -0.40429 0.91787 0.66937
H -1.78800 -1.21326 -0.72104
H -3.45325 -0.72884 -1.00947
H 0.93929 0.69871 -2.69103
H 0.16614 -0.49760 -1.77405
H -0.18458 2.09313 -3.77187
H -2.53167 3.28307 -2.81805
H -1.96747 3.37947 -4.45345
H -3.04416 0.79784 -4.39388
H -4.07240 1.63664 -3.26356
H -3.76603 3.15718 -5.64846
H -5.14222 2.64933 -4.86847
C -0.58952 -1.45007 3.58950
C 0.58947 -0.91808 4.25341
N 1.52293 -0.49964 4.77294
H -0.93337 -0.79145 2.79288
H -0.39090 -2.41826 3.14045
H -1.41624 -1.58032 4.28774
C 2.33520 -3.60518 1.60708
C 1.36469 -2.70839 0.99611
N 0.60008 -1.99982 0.51295
H 2.33760 -3.50731 2.69225
H 2.11186 -4.64449 1.37227
H 3.34165 -3.39178 1.24908
C 2.09776 2.99374 5.51702
C 2.91907 3.64071 6.52856
N 3.55375 4.15279 7.33653
H 1.82680 1.98095 5.81386
H 1.17346 3.54692 5.35302
H 2.62071 2.92680 4.56394
C -2.27756 -5.30049 2.89571
C -0.95968 -5.00555 3.44007
N 0.07912 -4.77412 3.86922
H -2.85135 -4.38677 2.74408
H -2.19874 -5.81058 1.93676
H -2.84294 -5.94184 3.56998
C 3.66815 1.17764 9.09517
C 4.28239 0.59237 10.27893
N 4.76625 0.13113 11.21091
H 4.41060 1.38033 8.32534
H 2.92136 0.50764 8.66939
H 3.17569 2.11934 9.33066
C 1.43429 -2.61734 -6.13162
C 2.74225 -1.99434 -6.20002
N 3.72740 -1.40658 -6.20480
H 0.94571 -2.26660 -5.23458
H 0.81403 -2.33802 -6.98295
H 1.48745 -3.70620 -6.10128
C -0.16698 -5.27785 -8.94716
C 0.41748 -5.84176 -7.73763
N 0.87937 -6.27769 -6.78222
H 0.60468 -4.88196 -9.60607
H -0.72246 -6.03322 -9.50056
H -0.85422 -4.46694 -8.70890
C 0.16428 5.97864 8.22260
C -0.48968 5.17778 7.19700
N -0.99774 4.54600 6.38444
H 1.19336 5.65272 8.37344
H 0.18386 7.03066 7.94238
H -0.35791 5.89509 9.17453
C 2.67127 1.85383 -6.09034
C 1.80489 1.22226 -5.10946
N 1.11727 0.73236 -4.32858
H 2.08920 2.32693 -6.88027
H 3.29124 2.62032 -5.62759
H 3.33297 1.12104 -6.55187
*
```

Properties
* LUMO level: -3.01 eV
* HOMO: -12.10 eV
* energy relative to the best compared isomer or geometry (same formula, charge and spin): 0.874 eV

---

Entry 3:
Here is C24H42BF4N2NiO5SSi as an isolated structure at a distorted geometry from the Open Molecules 2025 dataset. Energies are from ωB97M-V/def2-TZVPD.

```
! wB97M-V def2-TZVPD RIJCOSX def2/J DEFGRID3
* xyz -1 3
Ni 0.58405 -0.47552 1.73583
C -3.81569 -4.37861 1.09554
C -3.29218 -3.30847 0.15599
N -1.88658 -3.48438 -0.25123
C -1.64882 -4.55035 -1.26753
C -1.05273 -5.82998 -0.68846
C -0.83650 -2.87904 0.31491
S -1.15925 -1.94051 1.74213
N 0.32585 -3.17179 -0.24185
C 1.52394 -2.65388 0.04649
O 1.80474 -1.63914 0.71099
C 2.65298 -3.32089 -0.68281
C 3.94287 -2.91636 -0.41984
C 4.98153 -3.39719 -1.16681
C 4.76578 -4.34337 -2.16034
C 3.46102 -4.74797 -2.45424
C 2.41032 -4.22471 -1.68465
H -4.83108 -4.10394 1.37237
H -3.19438 -4.40727 1.99028
H -3.85890 -5.36636 0.62577
H -3.31480 -2.28143 0.61225
H -3.89358 -3.24643 -0.75013
H -0.95761 -4.12432 -2.00970
H -2.59962 -4.74564 -1.72908
H 0.01391 -5.66405 -0.39744
H -1.14079 -6.64200 -1.40543
H -1.61110 -6.13817 0.21531
H 4.09894 -2.17965 0.35275
H 5.98139 -3.02818 -0.90960
H 5.60549 -4.78347 -2.70014
H 3.29702 -5.51959 -3.22725
H 1.38784 -4.57395 -1.81211
C 1.27199 5.73316 0.75066
C 0.92613 4.55279 1.70789
C 0.45131 5.02101 3.06239
C 2.16761 3.66662 1.87157
O -0.15586 3.84223 1.10340
Si -0.04788 2.49342 0.17620
O 0.47016 1.24336 1.02182
O -1.51701 2.17864 -0.44790
C -2.78221 2.31889 0.21249
C -3.26970 3.73251 0.00190
C -2.66239 2.01561 1.68841
C -3.75190 1.28255 -0.38847
O 0.89244 2.84307 -1.11568
C 0.83372 2.31553 -2.44715
C 0.63755 0.79272 -2.36918
C -0.28211 2.96354 -3.25030
C 2.18992 2.58728 -3.11545
H 2.05883 6.36286 1.18261
H 0.36693 6.35048 0.57090
H 1.59276 5.28579 -0.18859
H 1.24837 5.56600 3.57289
H 0.12163 4.21260 3.71865
H -0.37110 5.71810 2.93432
H 2.95619 4.23798 2.31124
H 2.49876 3.33452 0.88848
H 1.99901 2.77191 2.47746
H -2.58703 4.48644 0.37121
H -4.23317 3.87098 0.49331
H -3.45622 3.97918 -1.05776
H -1.92615 2.68797 2.16229
H -2.36722 0.97885 1.84531
H -3.61340 2.16183 2.15925
H -3.75656 1.34740 -1.46288
H -4.78139 1.48873 -0.05299
H -3.45330 0.27495 -0.11139
H -0.33970 0.55233 -1.90273
H 1.41044 0.36862 -1.78016
H 0.74987 0.29877 -3.33514
H -1.23780 2.87867 -2.70750
H -0.35853 2.46419 -4.20230
H -0.08367 3.99820 -3.51125
H 2.95806 1.95815 -2.72131
H 2.49325 3.62134 -2.98579
H 2.11636 2.39023 -4.19980
F 2.44235 -1.85822 5.39880
B 1.38749 -1.88222 4.45120
F 1.54811 -0.73213 3.51478
F 1.38483 -2.99854 3.63421
F 0.11613 -1.69227 5.05816
*
```

Properties
* LUMO level (alpha / beta): 2.49 / 2.49 eV
* ⟨S²⟩: 2.005
* HOMO (alpha / beta): -5.99 / -5.87 eV
* energy relative to the best compared isomer or geometry (same formula, charge and spin): 0.000 eV

---

Q: Which value of energy relative to the best compared isomer or geometry (same formula, charge and spin) does entry 1 give?
A: 0.000 eV